Entry 1:
Below is C35H34ClO3PRu as an isolated structure at a distorted geometry, with properties calculated with ωB97M-V with the def2-TZVPD basis set.

Each line ends with the Mulliken charge.
Positions of all 75 atoms, in Å:
1 Ru 0.2123 0.9821 -1.3317  1.059
2 C 0.0946 -0.8792 -3.0439  0.932
3 C -0.5194 0.2862 -3.5214  1.720
4 C 0.4844 1.3145 -3.6050  0.135
5 C 1.6905 0.7807 -3.1231  1.070
6 C 1.4638 -0.5912 -2.8169  0.852
7 C 2.5004 -1.5693 -2.4112  -1.573
8 C 3.0055 1.4967 -3.1176  -2.192
9 C 0.3301 2.6688 -4.2220  -1.946
10 C -1.9283 0.4450 -3.9690  -2.065
11 C -0.5209 -2.2357 -2.9168  -1.401
12 H 2.4278 -1.7674 -1.3413  0.140
13 H 3.4988 -1.1925 -2.6223  0.463
14 H 2.3578 -2.5143 -2.9384  0.356
15 H 2.8710 2.5525 -2.8912  0.423
16 H 3.4847 1.4239 -4.0979  0.369
17 H 3.6839 1.0716 -2.3805  0.487
18 H 0.1715 3.4327 -3.4624  0.258
19 H -0.5244 2.6947 -4.8965  0.397
20 H 1.2263 2.9345 -4.7821  0.433
21 H -2.2949 1.4354 -3.7049  0.341
22 H -2.5811 -0.3023 -3.5211  0.442
23 H -1.9872 0.3389 -5.0554  0.313
24 H -0.4398 -2.6250 -1.9001  0.190
25 H 0.0036 -2.9367 -3.5697  0.411
26 H -1.5693 -2.2296 -3.2068  0.374
27 Cl -3.2386 5.3045 3.5234  -0.221
28 C -2.1431 4.4678 2.4684  0.224
29 C -0.9139 4.0021 2.9704  -0.673
30 C -0.0329 3.3387 2.1609  -0.344
31 C -0.3268 3.0781 0.7981  0.249
32 O 0.5522 2.4708 0.0686  -0.982
33 C -1.5777 3.5424 0.3193  1.127
34 C -2.0050 3.2510 -1.0016  -0.415
35 O -1.4305 2.5171 -1.8161  -0.461
36 C -2.4584 4.2555 1.1619  -1.136
37 H -0.6727 4.1805 4.0107  0.468
38 H 0.9199 2.9882 2.5375  0.476
39 H -2.9472 3.7215 -1.3211  0.384
40 H -3.3961 4.6249 0.7623  0.452
41 O 1.3755 -0.4463 0.0800  -0.647
42 P 0.6196 -1.1451 1.1941  2.214
43 C -0.9714 -0.3512 1.4419  0.430
44 C -1.7568 -0.1251 0.3065  -0.095
45 C -2.9771 0.5224 0.4257  -0.846
46 C -3.4178 0.9452 1.6735  -0.786
47 C -2.6417 0.7210 2.7998  -0.802
48 C -1.4157 0.0738 2.6870  -0.935
49 C 0.2948 -2.8666 0.7940  0.469
50 C 1.4110 -3.6723 0.5475  -0.500
51 C 1.2414 -4.9963 0.1811  -0.898
52 C -0.0408 -5.5188 0.0491  -0.522
53 C -1.1502 -4.7243 0.2963  -0.698
54 C -0.9866 -3.3986 0.6782  -0.218
55 C 1.5265 -1.0989 2.7284  -0.195
56 C 2.4681 -0.0847 2.8951  -0.481
57 C 3.1694 0.0063 4.0883  -0.753
58 C 2.9314 -0.9108 5.1032  -0.494
59 C 2.0005 -1.9282 4.9315  -0.721
60 C 1.2951 -2.0271 3.7427  -0.440
61 H -1.4684 -0.5588 -0.6491  0.538
62 H -3.5916 0.6818 -0.4518  0.517
63 H -4.3697 1.4519 1.7670  0.418
64 H -2.9888 1.0502 3.7704  0.471
65 H -0.8056 -0.0968 3.5648  0.402
66 H 2.4065 -3.2539 0.6452  0.483
67 H 2.1050 -5.6236 0.0039  0.450
68 H -0.1734 -6.5544 -0.2353  0.429
69 H -2.1454 -5.1354 0.1903  0.459
70 H -1.8524 -2.7851 0.8928  0.421
71 H 2.6465 0.6137 2.0861  0.477
72 H 3.9041 0.7886 4.2250  0.434
73 H 3.4800 -0.8380 6.0331  0.412
74 H 1.8306 -2.6470 5.7218  0.430
75 H 0.5763 -2.8255 3.5986  0.437

- energy above the lowest of the compared OMol25 structures with the same formula, charge and spin (kcal per mole) = 0.0
- expectation value of S² = 0.793
- highest occupied orbital energy (alpha / beta) (Eh) = -0.378 / -0.380
- spin multiplicity = 2
- electronic energy (eV) = -67378.1179
- net charge = +1
- HOMO-LUMO gap (alpha / beta) (eV) = 6.5 / 7.1

---

Entry 2:
Below is C35H34Co2NO7Si as an isolated structure at a distorted geometry, with properties calculated with ωB97M-V with the def2-TZVPD basis set.

Each line ends with the Mulliken charge.
Positions of all 80 atoms, in Å:
1 C 3.9474 -0.2246 -0.6808  -1.162
2 Si 2.8310 0.6533 0.5236  0.944
3 C 3.7562 1.2606 2.0093  -1.251
4 C 1.8770 2.0449 -0.2622  -0.659
5 O 1.6806 -0.4911 0.9360  -0.415
6 C 1.0234 -0.9482 2.0965  3.061
7 C 2.0292 -1.7307 2.9803  -0.465
8 C 3.2453 -2.1896 2.4647  -0.249
9 C 4.2412 -2.6566 3.3320  -0.932
10 C 3.9830 -2.7601 4.7009  -0.592
11 C 2.7117 -2.4520 5.1984  -0.925
12 C 1.7259 -1.9676 4.3310  -0.228
13 C 0.4271 0.2618 2.8211  -0.328
14 C 0.9976 0.8324 3.9630  -0.373
15 C 0.3639 1.9166 4.5862  -1.006
16 C -0.8015 2.4550 4.0411  -0.945
17 C -1.3032 1.9531 2.8424  -0.505
18 C -0.6203 0.9265 2.1916  0.012
19 C -0.0616 -1.9794 1.6599  -1.002
20 C 0.5406 -3.2573 1.0932  -0.820
21 C -0.6281 -3.9542 0.3972  -0.783
22 C -1.6868 -2.8727 0.1640  -0.592
23 N -1.0956 -1.6175 0.6934  0.198
24 H 4.5838 0.5080 -1.1958  0.453
25 H 4.6019 -0.9377 -0.1640  0.289
26 H 3.3665 -0.7725 -1.4334  0.299
27 H 4.5705 1.9180 1.6655  0.496
28 H 3.1142 1.8448 2.6805  0.283
29 H 4.2052 0.4428 2.5873  0.274
30 H 2.5800 2.7302 -0.7592  0.507
31 H 1.1615 1.6744 -1.0098  -0.072
32 H 1.3169 2.6084 0.4928  0.180
33 H 3.4278 -2.1714 1.3878  0.393
34 H 5.2158 -2.9240 2.9186  0.386
35 H 4.7691 -3.0904 5.3828  0.387
36 H 2.4819 -2.5658 6.2614  0.392
37 H 0.7232 -1.7396 4.7045  0.461
38 H 1.9327 0.4443 4.3772  0.535
39 H 0.7837 2.3252 5.5062  0.389
40 H -1.3199 3.2746 4.5375  0.364
41 H -2.2265 2.3442 2.4198  0.458
42 H -0.8731 0.5915 1.1937  -0.049
43 H -0.5931 -2.2162 2.6018  0.313
44 H 1.3071 -2.9643 0.3661  0.116
45 H 1.0193 -3.8426 1.8853  0.488
46 H -0.3314 -4.4482 -0.5358  0.393
47 H -1.0362 -4.7193 1.0644  0.275
48 H -1.9310 -2.7758 -0.9020  0.011
49 H -2.6367 -3.1346 0.6681  0.399
50 H -1.7774 -1.0436 1.1975  0.456
51 O -1.9218 -2.2006 -3.6526  -0.451
52 C -1.7746 -1.3633 -2.8622  -0.522
53 Co -1.4562 -0.0702 -1.7373  1.511
54 C -2.8627 0.0086 -0.3276  0.723
55 O -3.0870 0.3122 0.8219  -0.699
56 C 0.1712 -0.7320 -1.6797  -0.184
57 O 1.1801 -1.2755 -1.8563  -0.549
58 C -2.5263 1.1501 -3.1717  -0.118
59 C -2.1239 1.2283 -4.5834  0.488
60 C -0.8484 0.8112 -5.0142  -0.004
61 C -0.4447 1.0230 -6.3365  -0.816
62 C -1.3023 1.6332 -7.2557  -0.422
63 C -2.5923 1.9950 -6.8553  -0.754
64 C -2.9976 1.8004 -5.5334  -0.450
65 C -3.5098 0.8516 -2.3023  0.037
66 C -3.9040 -0.2035 -1.3454  -0.314
67 Co -3.0227 2.5946 -2.0702  0.080
68 C -1.8742 2.8725 -0.7379  0.220
69 O -1.1280 3.1657 0.1007  -0.407
70 C -2.5925 4.0106 -3.0301  0.221
71 O -2.2952 4.9516 -3.6329  -0.426
72 C -4.5281 3.1291 -1.3481  0.096
73 O -5.4888 3.5449 -0.8621  -0.425
74 H -0.1561 0.3559 -4.2977  0.308
75 H 0.5564 0.7145 -6.6423  0.380
76 H -0.9652 1.8277 -8.2743  0.361
77 H -3.2875 2.4463 -7.5636  0.355
78 H -3.9979 2.1032 -5.2144  0.390
79 H -4.9256 -0.0152 -0.9710  0.404
80 H -3.9141 -1.2330 -1.7463  0.107

- energy above the lowest of the compared OMol25 structures with the same formula, charge and spin (kcal per mole) = 48.8
- highest occupied orbital energy (Eh) = -0.132
- electronic energy (eV) = -135798.9172
- net charge = -1
- HOMO-LUMO gap (eV) = 6.0

---

Entry 3:
Below is C35H34F3N5O7ReS2 as an isolated structure, with properties calculated with ωB97M-V with the def2-TZVPD basis set.

Each line ends with the Mulliken charge.
Positions of all 87 atoms, in Å:
1 Re -0.0657 -0.8903 -1.3357  1.180
2 N -8.9067 -5.9235 0.2927  -0.525
3 C -7.9597 -5.2980 0.1137  -0.110
4 C -6.7736 -4.5165 -0.1070  0.615
5 C -6.8800 -3.1514 -0.3594  -0.869
6 C -5.7347 -2.4027 -0.5709  0.018
7 C -4.4832 -3.0065 -0.5214  -0.531
8 C -4.3821 -4.3716 -0.2660  0.038
9 C -5.5222 -5.1285 -0.0656  -0.907
10 C -3.2390 -2.2211 -0.7543  1.750
11 C -2.9963 -1.7792 -2.0288  -0.562
12 C -3.8046 -1.9872 -3.1873  -0.795
13 C -3.1519 -1.4198 -4.2440  -1.364
14 C -1.9435 -0.8935 -3.7301  -0.322
15 N -1.8460 -1.0818 -2.4198  0.762
16 C -2.3982 -2.0410 0.3682  -0.097
17 C -2.6995 -2.4003 1.6882  -0.625
18 C -1.6119 -2.0347 2.4740  -1.693
19 C -0.6778 -1.4816 1.6083  -0.298
20 N -1.1366 -1.4640 0.3399  0.822
21 H -7.8554 -2.6856 -0.3885  0.448
22 H -5.8082 -1.3414 -0.7708  0.495
23 H -3.4045 -4.8353 -0.2374  0.569
24 H -5.4508 -6.1907 0.1233  0.449
25 H -4.7479 -2.5087 -3.2003  0.583
26 H -3.4559 -1.3982 -5.2768  0.462
27 H -1.1459 -0.4178 -4.2761  0.420
28 H -3.6171 -2.8580 2.0197  0.590
29 H -1.4981 -2.1632 3.5375  0.459
30 H 0.3058 -1.1130 1.8497  0.575
31 O 1.9550 -3.9174 -2.5172  -0.683
32 S 0.8118 -3.0908 -2.7628  0.932
33 O -0.0608 -3.4529 -3.8351  -0.652
34 O -0.0112 -2.9152 -1.4409  -0.587
35 O 1.2102 -1.6032 -2.8348  -0.485
36 C 6.4263 -1.3117 1.8028  -2.211
37 C 5.4413 -0.1558 1.9709  1.624
38 C 5.1142 -0.0008 3.4624  -1.571
39 C 6.0965 1.1306 1.4474  -1.573
40 C 4.1513 -0.3924 1.1978  0.625
41 C 3.9257 -1.5093 0.4089  -0.593
42 C 2.7367 -1.6529 -0.2864  -0.861
43 N 1.7672 -0.7374 -0.2324  0.839
44 C 1.9645 0.3574 0.5294  -0.610
45 C 3.1227 0.5470 1.2501  -0.239
46 C 0.8465 1.3108 0.5168  0.493
47 C 0.8421 2.5255 1.1870  -0.442
48 C -0.2443 3.3796 1.0898  -0.014
49 C -1.3260 2.9446 0.3191  -0.932
50 C -1.2672 1.7359 -0.3237  -0.921
51 N -0.1973 0.9348 -0.2302  0.466
52 C -0.2830 4.7485 1.7522  1.859
53 C -0.4109 5.8127 0.6513  -1.598
54 C -1.4976 4.8191 2.6884  -1.630
55 C 0.9802 5.0319 2.5643  -2.088
56 H 7.3335 -1.0966 2.3687  0.427
57 H 6.7133 -1.4487 0.7590  0.414
58 H 6.0145 -2.2506 2.1773  0.417
59 H 6.0326 0.1733 4.0257  0.460
60 H 4.6399 -0.9027 3.8534  0.364
61 H 4.4465 0.8416 3.6477  0.298
62 H 7.0275 1.3165 1.9857  0.456
63 H 5.4501 1.9988 1.5840  0.318
64 H 6.3248 1.0458 0.3839  0.369
65 H 4.6630 -2.2910 0.3072  0.575
66 H 2.5660 -2.5231 -0.9029  0.253
67 H 3.2353 1.4414 1.8448  0.419
68 H 1.7094 2.8085 1.7613  0.672
69 H -2.2063 3.5577 0.1918  0.527
70 H -2.0677 1.3833 -0.9606  0.518
71 H -1.3313 5.6920 0.0796  0.360
72 H 0.4261 5.7557 -0.0462  0.380
73 H -0.4213 6.8068 1.1011  0.447
74 H -2.4349 4.6691 2.1520  0.341
75 H -1.5387 5.8020 3.1607  0.456
76 H -1.4312 4.0646 3.4745  0.372
77 H 1.8728 5.0372 1.9356  0.435
78 H 1.1181 4.3040 3.3667  0.425
79 H 0.8970 6.0175 3.0233  0.424
80 F 2.9775 0.9144 -4.6604  -0.236
81 C 1.7436 1.4030 -4.6347  0.545
82 F 1.7226 2.5503 -5.3113  -0.228
83 F 0.9277 0.5414 -5.2399  -0.215
84 S 1.2163 1.7093 -2.8661  1.304
85 O 2.3673 1.4126 -2.0614  -0.630
86 O 0.6861 3.0400 -2.8359  -0.695
87 O 0.1173 0.6924 -2.7152  -0.656

- energy above the lowest of the compared OMol25 structures with the same formula, charge and spin (kcal per mole) = 0.6
- expectation value of S² = 0.758
- highest occupied orbital energy (alpha / beta) (Eh) = -0.300 / -0.299
- spin multiplicity = 2
- electronic energy (eV) = -90586.1733
- HOMO-LUMO gap (alpha / beta) (eV) = 6.9 / 6.7